No. 1
169
Properties=species:S:1:pos:R:3:lowdin_charge:R:1 method="wB97M-V/def2-TZVPD" e_lumo_ha=0.0033 homo_energy_ev=-9.022 relative_energy_kcal_mol=94.0 orbital_gap_ev=9.112
O 23.13239 7.92328 13.79518 -0.15
O 18.26523 -4.32036 9.69703 -0.07
O 8.43777 15.29139 16.30263 -0.20
O 23.89030 3.55349 9.51681 -0.20
O 12.35591 10.34439 10.98168 -0.05
O 12.05017 6.26257 9.76655 -0.12
O 19.32321 7.55062 7.53023 -0.22
O 16.42418 6.97672 14.00098 -0.22
O 17.33861 0.97055 8.42948 -0.11
O 17.33354 5.08965 19.32568 -0.12
O 14.19846 6.01657 3.69986 -0.13
O 10.10669 5.21631 18.56978 -0.17
O 24.29225 0.60877 15.82998 -0.03
O 21.70929 11.06864 11.91799 -0.13
O 12.81188 10.87610 18.30987 -0.05
N 10.11699 12.37145 14.83038 0.04
N 22.46451 6.12271 6.20913 0.02
N 16.45322 5.37724 10.54422 0.05
N 13.40239 4.78403 16.92911 0.01
N 26.25003 5.67281 11.38611 0.04
C 13.43149 11.60522 19.36374 -0.52
C 18.07514 -2.43278 11.20585 -0.06
C 14.11817 10.71837 20.39227 -0.06
C 12.46789 11.40218 10.09088 -0.50
C 22.38658 0.21008 14.55626 -0.06
C 24.62865 3.92315 10.67771 -0.21
C 20.30754 11.19453 11.81961 -0.16
C 20.30819 5.04682 5.79426 -0.05
C 9.32957 4.33194 19.31075 -0.14
C 25.54495 5.05031 10.23604 -0.44
C 21.05454 6.33060 6.27035 -0.44
C 13.39387 12.51421 10.58181 -0.06
C 19.14360 8.70502 6.74014 -0.11
C 23.15764 2.34641 9.69308 -0.10
C 12.17313 5.45181 17.26677 -0.41
C 14.37692 12.58300 18.75104 -0.07
C 18.94872 -3.14091 10.17208 -0.47
C 11.27411 5.19932 10.18967 -0.19
C 17.13026 0.57208 7.10462 -0.19
C 18.43208 4.68574 18.56394 -0.18
C 16.47859 5.48555 12.02323 -0.45
C 16.16487 8.26889 14.57762 -0.10
C 7.72634 15.72098 17.49398 -0.09
C 20.33103 -3.55380 10.73017 -0.05
C 11.23579 4.52625 18.07954 -0.21
C 26.54505 4.55275 9.22027 -0.06
C 17.70811 4.75564 12.52449 -0.06
C 8.16005 13.57118 13.87900 -0.05
C 9.34685 13.60464 14.84094 -0.44
C 22.09407 7.45554 14.70296 -0.13
C 20.64308 7.00301 7.63544 -0.16
C 8.92238 13.95437 16.31672 -0.21
C 11.61713 5.93125 15.89745 -0.06
C 23.06682 1.14273 15.52593 -0.57
C 12.94633 10.80225 8.72002 -0.05
C 14.64585 6.13381 5.04425 -0.16
C 22.35342 1.34945 16.84151 -0.06
C 16.39956 6.92551 12.53269 -0.18
H 20.21998 -4.06324 11.68738 0.07
H 17.27655 5.93107 10.35588 0.06
H 20.89246 7.00024 5.42572 0.12
H 15.07839 12.02235 18.13320 0.08
H 13.78197 6.27759 5.69321 0.07
H 12.05732 10.59703 11.85839 0.09
H 14.44849 12.26223 10.47055 0.08
H 17.17691 7.59355 12.16183 0.12
H 22.96643 2.00021 17.46506 0.09
H 17.67250 3.75302 12.09836 0.08
H 8.62329 13.22115 12.95652 0.07
H 11.84216 7.06992 10.24248 0.07
H 18.07653 0.44639 6.57843 0.07
H 8.34512 15.77792 18.38951 0.08
H 14.97790 10.13203 20.06797 0.08
H 9.46286 11.74820 15.28180 0.06
H 13.41380 9.92098 20.62920 0.07
H 12.63555 12.18306 19.83353 0.13
H 21.22598 7.12937 14.13014 0.07
H 18.18564 9.16117 6.98986 0.08
H 13.58104 5.28257 3.74045 0.07
H 9.83199 3.82533 20.13478 0.09
H 23.01389 6.87403 6.60129 0.07
H 17.98965 -3.00897 12.12716 0.08
H 26.78253 6.48076 11.09668 0.06
H 19.23790 5.25276 5.78051 0.07
H 22.24903 -0.74704 15.05935 0.08
H 20.78325 6.28239 8.44115 0.12
H 15.15282 5.20211 5.29530 0.07
H 20.96387 -2.69466 10.95262 0.07
H 9.92361 14.50813 14.64311 0.13
H 19.92779 12.21623 11.82268 0.08
H 11.59957 5.11841 15.17144 0.07
H 24.91587 5.79514 9.74861 0.13
H 8.97306 3.51901 18.67817 0.08
H 21.40959 0.59589 14.26518 0.08
H 16.53211 1.22907 6.47319 0.08
H 16.26067 8.21217 15.66192 0.09
H 21.89984 8.35390 15.28890 0.08
H 18.62793 5.27625 12.25805 0.08
H 21.28202 7.84539 7.90050 0.11
H 7.68028 14.54922 13.84194 0.08
H 19.95422 9.41662 6.89704 0.09
H 13.21751 3.89217 16.49263 0.07
H 22.79347 8.65914 13.28016 0.05
H 18.43931 5.20138 17.60364 0.07
H 13.11516 11.64325 8.04749 0.07
H 25.13273 3.03993 11.07007 0.12
H 15.45267 7.34398 12.19154 0.12
H 22.63596 2.02393 8.79201 0.09
H 17.43226 -4.04258 9.30896 0.08
H 22.43379 2.57004 10.47675 0.08
H 13.83987 10.18193 8.79011 0.07
H 23.15269 2.13659 15.08664 0.14
H 14.30068 11.20620 21.34978 0.08
H 19.03776 8.36562 5.70976 0.08
H 15.58410 4.98841 12.39848 0.13
H 22.12996 0.38044 17.28783 0.08
H 20.03624 10.61787 12.70390 0.07
H 12.06754 10.36888 18.64199 0.08
H 22.64648 5.45831 6.94775 0.06
H 19.07103 -2.55555 9.26077 0.13
H 20.40032 4.12835 6.37394 0.07
H 18.49650 -1.45221 11.42731 0.08
H 27.01737 3.60139 9.46505 0.09
H 11.78474 4.44360 10.78654 0.07
H 12.25620 10.15250 8.18185 0.07
H 15.26324 7.01395 5.22399 0.08
H 13.93279 13.41289 18.20138 0.08
H 17.69272 4.68819 13.61229 0.07
H 21.39347 1.81404 16.61620 0.08
H 19.37069 4.88188 19.08224 0.08
H 6.83407 15.16290 17.77769 0.08
H 19.92274 10.54623 11.03238 0.07
H 16.70294 -0.42950 7.05626 0.07
H 11.82319 4.12183 18.90386 0.12
H 7.41826 16.74023 17.26093 0.08
H 7.37641 12.86668 14.15772 0.08
H 15.16765 8.59219 14.27907 0.08
H 27.30307 5.32595 9.09503 0.07
H 24.03008 -0.25080 16.16763 0.09
H 16.96862 1.85314 8.50526 0.07
H 13.25256 13.47192 10.08089 0.08
H 22.51059 6.63777 15.29107 0.08
H 26.05219 4.54510 8.24808 0.08
H 24.03521 4.26130 11.52718 0.12
H 12.27685 6.66717 15.43777 0.07
H 11.49593 11.86764 9.92738 0.13
H 10.52199 5.62946 10.85102 0.08
H 10.92275 3.68978 17.45471 0.12
H 17.05407 -2.33730 10.83650 0.07
H 10.85842 12.28899 15.51124 0.06
H 20.92013 -4.17007 10.05101 0.07
H 8.40756 4.81783 19.62997 0.09
H 15.06906 12.97821 19.49458 0.08
H 15.68631 5.95218 10.22579 0.06
H 25.54974 6.00373 12.03433 0.06
H 22.17109 11.80542 11.51117 0.07
H 13.91268 5.29071 16.21989 0.06
H 13.23221 12.68353 11.64637 0.07
H 10.81027 4.68163 9.35006 0.08
H 16.86354 9.00987 14.18917 0.08
H 23.03898 0.04137 13.69950 0.08
H 20.58232 4.75257 4.78117 0.07
H 8.19023 13.20607 16.62021 0.11
H 10.60633 6.33436 15.95964 0.07
H 9.69398 13.89377 17.08423 0.12
H 12.48201 6.24347 17.94939 0.13
H 18.29899 3.61705 18.39565 0.07
H 16.57080 5.03711 18.74511 0.07
H 23.81680 1.52380 9.97046 0.08

No. 2
165
Properties=species:S:1:pos:R:3:lowdin_spin:R:1 method="wB97M-V/def2-TZVPD" s2=0.759 e_lumo_ha="-0.3330 / -0.4674" total_charge=+4 homo_energy_ev="-16.772 / -15.238" spin_multiplicity=2 orbital_gap_ev="7.711 / 2.518"
O -2.54160 -0.90101 -1.87327 0.00
O -0.60053 -3.15729 -0.15967 0.00
N -0.29875 -5.27195 1.66465 0.00
N -0.17527 -4.15464 4.37293 0.00
N 1.49222 4.69838 -1.25516 0.28
N 1.45846 2.70469 4.12756 0.39
N 4.08703 -1.79445 -1.70939 0.00
N -0.65817 0.46247 -6.30153 0.00
N -2.13525 -1.30635 -4.60955 0.00
N -4.36755 1.42723 1.59923 0.00
N 1.57799 -3.20358 -1.93896 0.00
N -4.82623 0.03429 -0.65313 0.00
N -3.05013 -3.69518 -1.58101 0.00
C 2.83688 4.32101 2.84482 0.01
C -1.04035 1.79530 -5.79153 0.00
C 2.22807 1.49240 3.85859 0.03
C 1.68700 5.29576 -2.56520 0.03
C 1.33076 0.33331 3.40507 0.01
C 2.86487 0.05726 -2.90603 0.00
C -3.82974 2.74321 1.36118 0.00
C 1.55046 6.78815 0.06171 0.01
C -2.19859 0.28239 -8.24962 0.00
C -3.39613 0.56401 2.30560 0.00
C 0.94281 3.32332 -1.23239 0.02
C -5.61287 1.50090 2.33711 0.00
C 4.35284 -2.19905 -0.33255 0.00
C 0.68157 -5.23270 6.43995 0.00
C -0.74899 0.43715 -7.78307 0.00
C 0.71392 -2.98130 4.47405 0.00
C 2.15121 -3.23027 3.94241 0.00
C 0.71573 5.58584 -0.37497 0.02
C -0.92357 -1.78054 0.10782 0.00
C -2.31363 -2.97088 3.70520 0.00
C 2.68983 4.47700 -3.35443 0.00
C 0.38225 -5.39158 4.95412 0.00
C 1.09338 -1.26508 -6.31595 0.00
C 2.42630 3.79941 4.20650 0.04
C -3.07384 0.84597 3.78655 0.00
C 3.22926 -1.95975 0.69948 0.00
C -6.20946 0.07821 2.63878 0.00
C 0.71220 0.15461 -5.92446 0.00
C 3.90995 -0.26873 -1.75830 0.00
C -1.37000 -0.70663 -1.00617 0.00
C 5.01591 -2.28580 -2.68767 0.00
C -0.38051 3.52173 5.60574 0.00
C 0.63831 2.38850 5.36484 0.04
C 4.87924 -3.82015 -2.91957 0.00
C 1.40017 2.49927 -0.03638 0.01
C -1.57903 -3.86515 4.70480 0.00
C -1.11631 1.99502 -4.26665 0.00
C -2.65254 2.70131 0.41041 0.00
H -2.04442 2.00516 -6.16019 0.00
H -2.05369 0.52711 4.00041 0.00
H 3.28238 5.02678 -4.08568 0.00
H -4.66281 3.30681 0.94111 0.00
H 2.17888 3.66474 -3.87139 0.00
H 2.73471 -0.99051 0.76350 0.00
H 0.28929 -2.16627 3.88797 0.00
H 0.51069 5.06628 0.56105 0.00
H 1.71647 -1.86807 -5.65545 0.00
H 2.11096 6.29285 -2.44613 0.00
H 4.87726 0.20750 -1.91837 0.00
H 4.75277 -3.20321 -0.19170 0.00
H -2.24117 -3.66858 -0.97688 0.00
H -3.01609 -1.60817 -5.00086 0.00
H 2.70105 -2.29745 3.81744 0.00
H 3.47304 0.13280 -0.84397 0.00
H 4.94323 -1.81458 -3.66786 0.00
H 3.28740 3.41658 4.75425 0.02
H -0.84081 3.34478 6.57781 0.00
H -3.01429 -2.72157 -1.84728 0.00
H -3.37437 -2.96061 3.95581 0.00
H 0.74823 0.22266 -4.83719 0.00
H -2.23003 3.66425 0.12342 0.00
H -2.11110 -4.81060 4.81029 0.00
H -1.71142 -0.57298 -5.15967 0.00
H 3.44785 -2.29081 1.71472 0.00
H 0.79408 5.35914 -3.18712 0.01
H -1.13332 3.53058 4.81752 0.00
H -4.58152 0.50287 0.20749 0.00
H -2.99804 2.20960 -0.49896 0.00
H 2.38826 6.32504 0.58297 0.00
H 0.67954 -2.62034 5.50197 0.00
H 5.08007 -4.45428 -2.05606 0.00
H -0.15304 2.18369 -3.79271 0.00
H 1.26420 -5.66311 4.37402 0.00
H -0.12763 -4.69664 6.93586 0.00
H 1.31819 2.35904 6.21632 0.02
H -6.34826 2.08336 1.78209 0.00
H 0.96643 7.36461 0.77914 0.00
H 1.98336 4.74153 2.31306 0.00
H -2.21300 -3.41889 2.71664 0.00
H -2.87220 -4.24196 -2.41136 0.00
H 2.89433 1.11075 4.63223 0.02
H -6.19620 -0.56915 1.76194 0.00
H -0.39675 -4.50989 1.00909 0.00
H -2.26573 -1.05730 -3.63946 0.00
H -5.48276 0.62770 -1.13988 0.00
H 1.51052 -1.30408 -7.32221 0.00
H 5.52312 -4.20768 -3.70909 0.00
H -1.60527 0.20894 -0.46351 0.00
H 3.26428 -0.15856 -3.89699 0.00
H -1.63162 2.94801 -4.14688 0.00
H -0.23901 -0.44461 -8.17105 0.00
H -5.36593 -0.80423 -0.49278 0.00
H -1.53279 -2.11624 -4.64440 0.00
H 2.43543 -2.69166 -1.78785 0.00
H -1.67576 -3.40859 5.68984 0.00
H -2.82610 1.13255 -7.98215 0.00
H -2.45686 0.57776 1.75270 0.00
H -0.26555 1.31644 -8.20878 0.00
H 0.56871 -5.74873 1.46393 0.00
H 1.89039 -0.52050 3.02308 0.00
H -5.64878 -0.55228 3.32888 0.00
H 1.02223 1.48047 -0.12184 0.00
H -1.77833 2.16427 0.77841 0.00
H -3.88896 -3.97981 -1.09579 0.00
H -0.02573 -1.34796 0.54924 0.00
H -0.22532 5.87051 -0.84560 0.01
H 2.47958 2.44187 -0.17668 0.00
H -1.59642 1.16545 -3.74759 0.00
H 3.53920 5.15296 2.89673 0.00
H -5.43266 2.07709 3.24464 0.00
H 6.02838 -2.11746 -2.32069 0.00
H 0.78894 -6.22333 6.88179 0.00
H -2.18055 0.23923 -9.33862 0.00
H -1.67016 -1.77307 0.90195 0.00
H -1.05135 -5.94540 1.65207 0.00
H 1.88186 7.51085 -0.68393 0.00
H -7.25570 0.02720 2.94027 0.00
H 1.98483 -0.58237 -2.83896 0.00
H 1.72827 -4.19376 -2.06951 0.00
H 0.79835 -0.10408 4.24966 0.00
H -0.28405 -4.80502 2.56012 0.00
H 3.24672 3.50505 2.24956 0.00
H 1.00457 -3.21023 -1.10754 0.00
H -0.53942 -0.42613 -1.65390 0.00
H 0.24687 -1.93901 -6.44770 0.00
H 0.04851 4.52114 5.53365 0.00
H 1.44299 0.85885 -6.32206 0.00
H -3.53478 3.23351 2.28892 0.00
H -2.63739 -0.65305 -7.90245 0.00
H 2.24628 -3.71671 2.97161 0.00
H 1.58413 -4.65726 6.64567 0.00
H 0.10996 1.44224 5.24850 0.00
H 0.55287 0.55503 2.67444 0.00
H 2.52897 1.09397 -2.92844 0.00
H -0.40725 -6.09995 4.70312 0.00
H 3.88556 -4.07994 -3.28458 0.00
H -3.77401 -0.45665 2.24591 0.00
H 2.39700 -2.58364 0.37359 0.00
H 2.74060 -3.76754 4.68541 0.00
H 1.06924 2.91852 0.91379 0.00
H 1.96917 4.63202 4.74118 0.00
H 1.38191 2.81796 -2.09257 0.00
H 2.88533 1.67148 3.00769 0.00
H 3.39997 3.98285 -2.69140 0.00
H 5.25733 -1.67308 -0.02698 0.00
H 0.93817 -2.92867 -2.67049 0.00
H -1.90428 -1.96072 3.69400 0.00
H -3.69800 0.21867 4.42294 0.00
H -0.14034 3.29589 -1.35122 0.01
H -3.95951 -0.16358 -1.13246 0.00
H -3.14483 1.89380 4.07830 0.00
H -0.30711 2.45369 -6.25734 0.00